[1]
113
Properties=species:S:1:pos:R:3 method="wB97M-V/def2-TZVPD" e_homo_ev=-10.583 total_charge=+1 e_tot_ev=-65205.787 lumo_ev=-2.8
Sr -28.493 -6.696 -6.004
N -27.898 -8.387 -9.287
O -28.222 -7.464 -8.480
O -28.189 -9.576 -9.061
O -27.229 -8.083 -10.297
C -28.195 -12.696 -10.217
O -27.152 -12.804 -11.122
C -26.499 -11.614 -11.516
C -25.295 -12.037 -12.352
O -24.303 -11.053 -12.268
C -23.190 -11.264 -13.130
H -27.869 -12.577 -9.171
H -28.754 -13.632 -10.273
H -28.926 -11.883 -10.317
H -26.203 -11.079 -10.604
H -27.156 -10.944 -12.078
H -25.670 -12.250 -13.358
H -24.995 -13.004 -11.933
H -22.530 -10.417 -12.967
H -23.470 -11.350 -14.183
H -22.733 -12.216 -12.843
C -29.473 -8.939 -12.213
O -30.504 -8.920 -13.180
C -30.372 -7.857 -14.089
C -31.441 -7.931 -15.190
O -31.469 -9.230 -15.733
C -32.316 -9.348 -16.837
H -29.708 -9.818 -11.620
H -29.381 -8.043 -11.584
H -28.513 -8.972 -12.738
H -29.393 -7.948 -14.570
H -30.508 -6.875 -13.623
H -31.149 -7.244 -15.993
H -32.418 -7.661 -14.777
H -32.193 -8.496 -17.519
H -33.389 -9.426 -16.625
H -32.060 -10.239 -17.410
C -29.298 -4.264 -8.478
O -29.935 -5.050 -7.488
C -31.181 -5.553 -8.011
C -31.720 -6.548 -7.000
O -30.788 -7.625 -6.885
C -31.272 -8.832 -7.503
H -28.792 -4.882 -9.224
H -28.472 -3.650 -8.110
H -29.978 -3.545 -8.937
H -31.062 -5.960 -9.014
H -31.886 -4.716 -8.023
H -32.737 -6.899 -7.170
H -31.755 -6.004 -6.048
H -32.027 -9.311 -6.888
H -30.388 -9.476 -7.541
H -31.455 -8.667 -8.564
C -25.920 -8.959 -6.727
O -27.117 -8.767 -5.998
C -27.729 -10.019 -5.667
C -28.708 -9.843 -4.540
O -29.393 -8.579 -4.576
C -30.503 -8.525 -3.677
H -25.189 -9.496 -6.110
H -25.435 -8.016 -6.981
H -25.994 -9.531 -7.656
H -27.003 -10.776 -5.368
H -28.238 -10.310 -6.593
H -28.122 -9.788 -3.612
H -29.406 -10.676 -4.468
H -30.126 -8.606 -2.656
H -31.282 -9.262 -3.866
H -30.916 -7.528 -3.823
C -22.973 -4.904 -11.123
O -22.516 -6.211 -10.837
C -23.548 -7.167 -11.126
C -23.933 -7.902 -9.864
O -22.734 -8.572 -9.419
C -22.880 -9.983 -9.522
H -23.349 -4.774 -12.141
H -22.097 -4.248 -11.080
H -23.695 -4.496 -10.405
H -23.245 -7.881 -11.895
H -24.440 -6.675 -11.525
H -24.699 -8.646 -10.103
H -24.293 -7.312 -9.019
H -22.023 -10.532 -9.139
H -23.097 -10.236 -10.564
H -23.742 -10.348 -8.944
C -25.967 -4.898 -8.177
O -26.599 -5.285 -6.953
C -25.875 -4.734 -5.845
C -25.522 -5.743 -4.731
O -26.647 -6.450 -4.206
C -26.314 -7.286 -3.116
H -24.928 -5.243 -8.182
H -25.948 -3.816 -8.321
H -26.430 -5.398 -9.026
H -26.487 -3.951 -5.383
H -24.920 -4.300 -6.133
H -24.940 -5.249 -3.951
H -24.835 -6.457 -5.203
H -25.627 -8.076 -3.429
H -27.187 -7.755 -2.666
H -25.846 -6.705 -2.316
C -25.709 -5.638 -15.423
C -26.672 -5.387 -14.422
C -26.901 -6.297 -13.406
C -26.209 -7.502 -13.386
C -25.350 -7.788 -14.429
C -25.094 -6.878 -15.460
H -25.561 -4.891 -16.190
H -27.115 -4.401 -14.488
H -27.691 -6.170 -12.673
H -26.300 -8.191 -12.556
H -24.813 -8.728 -14.412
H -24.351 -7.125 -16.206

=====

[2]
119
Properties=species:S:1:pos:R:3 method="wB97M-V/def2-TZVPD" e_homo_ev=1.874 total_charge=-3 relative_energy_kcal_mol=0.0 e_tot_ev=-82322.631 lumo_ev=5.3
Cl -18.753 -11.793 -25.082
O -19.330 -13.089 -25.452
O -18.370 -11.104 -26.286
O -19.697 -10.914 -24.474
O -17.584 -12.095 -24.317
C -15.467 -10.465 -28.740
C -15.619 -11.642 -29.664
C -14.311 -12.042 -30.483
O -14.322 -12.995 -31.310
C -13.159 -11.164 -30.408
C -13.148 -10.104 -29.629
C -14.385 -9.691 -28.834
O -14.394 -8.605 -28.069
O -12.053 -9.418 -29.689
O -16.668 -12.208 -29.757
H -16.283 -10.179 -28.092
H -12.215 -11.403 -30.875
C -17.437 -7.442 -27.287
C -17.134 -7.278 -25.817
C -18.355 -7.466 -24.851
O -17.989 -7.170 -23.469
C -19.103 -7.297 -22.600
N -16.170 -8.294 -25.358
H -16.477 -7.149 -27.713
H -18.108 -6.636 -27.585
H -17.754 -8.416 -27.658
H -16.788 -6.258 -25.648
H -18.869 -8.428 -24.858
H -19.108 -6.710 -25.071
H -19.656 -8.235 -22.653
H -19.918 -6.592 -22.765
H -18.734 -7.150 -21.585
H -16.418 -8.335 -24.380
H -16.504 -9.199 -25.657
C -21.795 -13.142 -28.299
C -20.734 -12.985 -29.382
C -21.246 -12.332 -30.690
O -20.292 -12.511 -31.681
C -20.522 -11.900 -32.928
N -19.640 -12.115 -29.062
H -22.229 -12.255 -27.837
H -21.262 -13.545 -27.437
H -22.611 -13.775 -28.645
H -20.482 -14.035 -29.527
H -21.505 -11.283 -30.541
H -22.198 -12.795 -30.948
H -21.461 -12.386 -33.193
H -19.730 -12.120 -33.644
H -20.617 -10.815 -32.960
H -20.074 -11.223 -28.876
H -19.417 -12.424 -28.126
C -15.296 -14.223 -26.978
C -15.911 -15.330 -27.704
C -17.430 -15.409 -27.522
O -18.176 -16.114 -28.522
C -19.488 -16.180 -28.072
N -15.664 -15.122 -29.149
H -14.210 -14.305 -27.022
H -15.388 -14.267 -25.893
H -15.669 -13.240 -27.265
H -15.466 -16.260 -27.352
H -17.803 -14.384 -27.513
H -17.591 -15.893 -26.559
H -20.235 -16.464 -28.814
H -19.815 -15.176 -27.803
H -19.660 -16.902 -27.274
H -15.809 -14.175 -29.470
H -14.655 -15.158 -29.150
C -12.159 -7.838 -21.578
C -13.193 -8.433 -22.559
C -14.615 -8.803 -21.878
O -15.724 -9.302 -22.623
C -16.852 -9.522 -21.900
N -13.483 -7.393 -23.585
H -12.132 -8.613 -20.812
H -12.396 -6.882 -21.113
H -11.157 -7.883 -22.006
H -12.752 -9.247 -23.134
H -14.838 -7.945 -21.244
H -14.289 -9.580 -21.186
H -16.627 -10.349 -21.226
H -17.743 -9.791 -22.466
H -17.195 -8.668 -21.316
H -12.800 -6.769 -23.180
H -14.334 -6.968 -23.247
C -25.113 -14.591 -24.095
C -23.776 -13.762 -23.976
C -22.449 -14.566 -24.262
O -22.327 -15.712 -23.491
C -21.045 -16.224 -23.802
N -23.960 -12.570 -24.769
H -25.273 -14.753 -25.161
H -26.026 -14.035 -23.879
H -25.242 -15.522 -23.541
H -23.713 -13.415 -22.944
H -21.625 -13.869 -24.110
H -22.404 -14.945 -25.283
H -20.976 -17.181 -23.286
H -20.169 -15.605 -23.604
H -20.967 -16.600 -24.822
H -23.092 -12.235 -25.161
H -24.385 -11.753 -24.353
C -10.443 -9.463 -24.850
C -11.251 -9.498 -26.205
C -12.333 -10.519 -26.138
O -13.296 -10.069 -25.182
C -14.105 -11.166 -24.882
N -11.819 -8.199 -26.698
H -10.098 -10.434 -24.497
H -10.842 -8.934 -23.984
H -9.518 -8.937 -25.084
H -10.534 -9.754 -26.985
H -11.775 -11.430 -25.920
H -12.696 -10.697 -27.150
H -13.578 -12.021 -24.458
H -14.795 -11.584 -25.615
H -14.837 -11.110 -24.077
H -11.119 -7.472 -26.659
H -11.926 -8.330 -27.694